The following is a quantum chemistry calculation of the molecule C10H18Si at a distorted geometry, from the Open Molecules 2025 dataset.

Calculated values
Maximum force in eV/A: 5.5
LUMO level in eV: 0.844
SMILES: CCC1=CC=C[SiH2][C@@]1(C)CC
Energy in eV: -18537.0809

Structure (XYZ):
```
29
Properties=species:S:1:pos:R:3:forces:R:3:lowdin_charge:R:1
C 1.0700 -0.4982 3.0818 -0.67 0.85 -1.07 -0.090
C -0.0813 -0.0390 2.0985 1.37 -3.44 -0.83 -0.136
C 0.0150 -0.7663 0.6791 -0.26 4.80 -0.19 -0.203
C 0.5232 -1.9517 0.6290 0.57 -2.08 1.73 -0.110
C 1.0721 -2.7258 -0.4638 -0.67 -0.10 -0.34 -0.155
C 0.8292 -2.4900 -1.7379 -1.03 1.62 -0.11 -0.202
Si -0.1693 -0.9871 -2.0727 -0.07 0.38 -1.30 0.689
C -0.1756 0.1237 -0.5934 -0.06 1.09 1.27 -0.511
C 0.9862 1.2001 -0.5753 1.48 -4.62 -2.53 -0.058
C -1.4974 0.9313 -0.5444 -1.57 -2.21 -1.15 -0.257
C -1.6550 1.8606 -1.7354 1.35 0.71 1.74 -0.102
H 2.0200 -0.6646 2.6110 0.45 0.29 -0.84 0.068
H 0.9140 -1.4256 3.5516 -0.73 -1.12 0.85 0.044
H 1.2492 0.2581 3.8231 -0.17 0.32 0.55 0.061
H 0.0271 0.9965 2.0518 -0.41 1.67 -0.52 0.067
H -1.0397 -0.3657 2.4468 -0.66 0.39 0.78 0.102
H 0.5363 -2.3672 1.6419 0.67 -0.58 -0.49 0.113
H 1.6348 -3.5648 -0.2020 0.87 -1.36 0.64 0.083
H 1.0619 -3.0636 -2.5859 0.95 -1.12 -0.57 0.040
H -1.5520 -1.4591 -2.5038 0.48 0.48 0.13 -0.004
H 0.5370 -0.1493 -3.1168 -0.47 -0.44 -0.07 -0.004
H 1.9548 0.6024 -0.6996 -1.01 0.99 0.31 0.118
H 1.0285 1.9849 -1.2758 -0.38 0.47 -1.42 0.050
H 0.9981 1.6665 0.3044 0.13 1.64 3.90 0.021
H -2.3877 0.2369 -0.5289 0.84 0.34 0.05 0.123
H -1.5615 1.4356 0.3742 0.04 1.09 1.25 0.084
H -2.3821 2.6153 -1.6223 -1.37 0.61 0.44 0.061
H -1.8306 1.4028 -2.6615 0.09 -0.87 -1.30 0.049
H -0.7415 2.4391 -1.7031 0.23 0.18 -0.90 0.060
```
Positions in Å, forces in eV/Å.

=====

The following is a quantum chemistry calculation of C10H19Br9O11S3 as an isolated structure at a distorted geometry, from the Open Molecules 2025 dataset.

Calculated values
Maximum force in eV/A: 5.6
LUMO level (spin up / spin down) in eV: 1.337 / 1.338
Total charge: -1
Spin multiplicity: 2
Energy in eV: -696082.8423

Structure (XYZ):
```
52
Properties=species:S:1:pos:R:3:forces:R:3:lowdin_spin:R:1
O -18.5640 26.7701 3.5209 2.93 0.09 2.45 0.000
S -17.5257 27.0508 4.5686 -0.80 1.41 -1.00 0.000
O -16.9689 26.0610 5.4843 -0.84 0.96 -1.62 0.000
O -16.2022 27.9153 3.8248 -2.10 -1.35 1.21 0.000
C -15.9175 27.4855 2.4810 0.81 -1.78 -0.42 0.001
C -15.2849 26.0362 2.4605 -1.19 0.68 -0.43 0.000
C -18.2521 28.4372 5.6105 1.92 -0.98 -1.44 0.000
H -15.1566 28.1578 2.0845 -0.27 0.25 0.29 0.000
H -16.8261 27.5396 1.8812 0.07 -0.02 -0.01 0.000
H -15.3160 25.5249 1.4984 0.26 0.80 -0.64 0.000
H -15.9661 25.3458 2.9578 0.46 0.10 0.99 0.000
H -14.2461 26.0737 2.7883 -0.31 -0.30 0.44 0.000
H -19.0086 27.9566 6.2310 -0.03 0.35 -0.26 0.000
H -18.5172 29.1848 4.8629 -0.65 -0.18 0.29 0.000
H -17.3998 28.8351 6.1612 -0.18 -0.18 0.31 0.000
C -13.2313 31.7410 2.0712 0.58 -0.20 0.60 0.000
Br -14.1125 31.7707 3.8587 0.79 0.12 -0.76 0.000
Br -12.0123 30.1344 1.9428 -1.03 1.15 0.05 0.000
Br -12.2127 33.3738 1.5819 -0.94 -1.22 0.52 0.000
H -14.1102 31.5856 1.4456 0.69 0.18 -0.38 0.000
C -17.6220 34.1700 -3.3347 0.50 0.65 0.55 0.256
Br -18.5906 32.9114 -2.1894 -1.19 -0.83 0.56 0.201
Br -16.2299 33.2230 -4.4515 0.59 -0.42 -1.00 0.234
Br -16.6848 35.5150 -2.1161 0.04 0.81 0.07 0.201
H -18.3252 34.7412 -3.9408 -0.12 -0.08 -0.26 0.018
C -15.7540 30.9681 -1.2435 0.69 -0.18 -1.04 0.010
Br -16.0590 30.1662 0.5116 0.09 0.28 -0.73 0.011
Br -16.5691 29.9093 -2.6924 0.31 0.28 0.87 0.010
Br -13.8170 31.2092 -1.6561 -0.88 -0.21 0.46 0.008
H -16.1602 31.9785 -1.2902 -0.23 -0.17 0.11 0.005
C -14.1338 28.9830 -6.6003 0.27 -3.06 1.30 0.001
C -14.2658 30.3022 -5.8358 0.99 -1.15 -1.83 0.007
O -15.4074 30.7173 -6.4898 -3.05 2.38 -2.70 0.011
S -15.3605 30.4160 -8.1800 -0.45 0.06 -1.05 0.002
O -14.2759 31.2374 -8.7449 -2.28 -1.60 1.15 0.001
O -16.6884 30.3517 -8.9189 4.52 0.18 3.37 0.001
O -14.7918 28.8791 -7.8887 -0.34 3.32 -1.15 0.001
H -14.8191 28.2620 -6.1547 0.95 -0.31 1.18 0.000
H -13.1064 28.6345 -6.7058 -0.16 -0.13 -0.01 0.000
H -13.3707 30.9024 -5.9988 -0.26 0.56 -0.10 0.002
H -14.4571 30.2204 -4.7658 -0.20 -0.25 -0.19 0.003
C -18.2614 32.9880 1.7429 0.17 0.39 2.20 0.002
C -17.6688 33.4417 3.1159 -0.05 -1.14 -0.88 0.000
O -16.4169 34.0069 2.7392 0.74 0.34 0.12 0.000
S -16.4789 34.8411 1.3511 0.61 -1.12 -0.64 0.003
O -15.3232 34.3918 0.5092 -3.58 1.35 2.73 0.004
O -16.7225 36.2433 1.6794 0.41 -2.57 -1.12 0.003
O -17.9390 34.0817 0.9338 1.26 1.67 -1.21 0.001
H -19.3321 32.8532 1.8964 -0.17 0.48 -0.61 0.001
H -17.8689 32.0331 1.3933 0.35 0.26 -0.08 0.001
H -17.5044 32.5670 3.7453 0.42 0.12 0.06 0.000
H -18.2745 34.1547 3.6752 -0.10 0.18 -0.34 0.000
```
Positions in Å, forces in eV/Å.

=====

The following is a quantum chemistry calculation of C10H19CdO4PS as an isolated structure at a distorted geometry, from the Open Molecules 2025 dataset.

Calculated values
Maximum force in eV/A: 4.0
LUMO level in eV: -12.677
Total charge: +2
Energy in eV: -43533.6281

Structure (XYZ):
```
36
Properties=species:S:1:pos:R:3:forces:R:3:lowdin_charge:R:1
C -1.2062 -1.2647 -2.0129 -0.03 0.11 0.59 -0.064
C -2.3057 -0.4578 -1.3112 0.07 -0.11 -0.44 -0.402
C -3.4778 -1.3827 -1.0101 -0.05 0.19 -0.04 -0.067
C -1.8197 0.3561 -0.1083 0.27 -0.42 -0.06 -0.144
C -0.8088 -0.3404 0.8188 -1.09 -0.07 1.01 -0.326
C -1.5690 -1.3719 1.7090 0.67 -0.29 -0.65 -0.023
C -0.2266 0.6881 1.7795 -0.42 -0.10 0.13 -0.082
O 0.9349 1.4315 1.2601 -0.38 0.70 0.16 0.001
C 1.9733 0.7093 0.9704 -0.32 -0.80 -1.97 -0.349
O 3.2689 1.0914 1.6155 0.67 -0.07 2.50 0.033
C 4.0882 0.2829 0.9428 -2.87 1.60 -2.28 -0.734
O 4.8621 -0.4902 1.4307 2.64 -0.38 1.22 0.107
O 3.8889 0.4769 -0.3267 -0.09 -1.52 -1.36 0.116
C 2.4752 0.7607 -0.4945 -0.53 0.97 0.55 -0.298
P 2.0512 2.2693 -1.5284 -0.64 -0.36 -1.55 0.509
S 1.4295 1.6969 -3.2988 0.28 0.10 0.33 0.336
H -1.1621 -2.2700 -1.6037 0.12 -0.22 0.14 0.084
H -0.2316 -0.8056 -1.8604 0.23 0.11 -0.31 0.033
H -1.3988 -1.3724 -3.0687 0.00 0.06 -0.34 0.087
H -2.6715 0.2592 -2.0392 -0.09 0.29 -0.08 0.132
H -3.2098 -2.1842 -0.3315 0.04 -0.18 0.11 0.070
H -3.8091 -1.8270 -1.9397 -0.09 -0.24 -0.20 0.088
H -4.3320 -0.8501 -0.6051 -0.10 0.14 0.17 0.088
H -2.6898 0.5641 0.5057 -0.18 0.23 0.20 0.121
H -1.4477 1.3374 -0.4019 0.26 0.06 -0.36 0.113
H -0.0607 -0.9220 0.2857 0.36 0.24 -0.20 0.112
H -2.6335 -1.2012 1.7075 -0.24 0.17 0.24 0.084
H -1.4048 -2.3602 1.2929 -0.14 -0.24 -0.03 0.087
H -1.1777 -1.4072 2.7174 -0.08 0.04 0.31 0.077
H 0.0057 0.2825 2.7577 0.53 -0.15 0.06 0.131
H -0.9847 1.4389 1.9432 0.00 0.44 0.07 0.144
H 1.8619 -0.3625 1.1708 -0.08 -0.03 0.60 0.186
H 1.9596 -0.0445 -1.0055 0.34 -0.26 -0.48 0.117
H 3.1445 3.1535 -1.5793 0.02 -0.07 0.55 0.008
H 0.9632 2.8793 -0.8779 0.45 0.07 0.49 0.019
Cd 5.7203 1.2366 2.4963 0.52 -0.03 0.93 1.608
```
Positions in Å, forces in eV/Å.

=====

Among the records above, which one has the highest maximum force? C10H19Br9O11S3

=====

Which value of energy does entry 1 give? -18537.0809 eV